Formula: C4H8N2O2
Source: the Open Molecules 2025 dataset
Level of theory: ωB97M-V/def2-TZVPD

**M**: 116.1 u
**Relative energy (zero: lowest compared OMol25 entry of this formula, charge and spin)**: 412.8 kJ/mol
**SMILES string**: CN(N)C(=O)O.C#C
**2S+1**: 1

Positions of all 16 atoms, in Å:
O 0.248 -0.120 2.120
C -1.671 -0.583 -0.862
H -1.245 -0.566 -1.848
N -0.689 1.479 -0.032
H 2.142 1.646 -1.843
H -2.679 0.012 -0.762
H -1.720 -1.697 -0.627
N -0.856 0.116 0.098
H -1.553 1.912 0.252
H -0.117 -2.334 1.816
C 3.117 0.233 -0.430
C -0.370 -0.566 1.175
H 3.592 -0.394 0.266
C 2.477 0.995 -1.096
H -0.030 1.837 0.662
O -0.646 -1.971 1.112

And the natural (NBO) charges, in e, turn out to be:
1 O -0.66
2 C -0.42
3 H 0.21
4 N -0.63
5 H 0.23
6 H 0.18
7 H 0.26
8 N -0.30
9 H 0.34
10 H 0.50
11 C -0.23
12 C 0.87
13 H 0.23
14 C -0.24
15 H 0.39
16 O -0.73

Formula: C4H8N2O2
Source: the Open Molecules 2025 dataset
Level of theory: ωB97M-V/def2-TZVPD

**M**: 116.1 u
**Relative energy (zero: lowest compared OMol25 entry of this formula, charge and spin)**: 232.4 kJ/mol
**SMILES string**: C/C(C(N)=O)=C(/N)O
**2S+1**: 1

Positions of all 16 atoms, in Å:
H -2.066 1.114 0.047
C 0.453 -0.191 -0.090
C -0.619 -0.513 0.996
H 0.690 0.101 -2.601
N -1.371 1.176 -0.689
H 2.495 -0.535 -0.587
H 1.481 -1.981 -0.780
H -1.051 0.190 2.861
H -1.883 1.214 -1.568
H 1.946 -1.401 0.828
C 0.014 0.735 -0.934
C 1.641 -1.085 -0.176
N -0.794 0.483 1.929
H -0.496 1.426 1.714
O 0.435 0.951 -2.205
O -0.876 -1.683 1.254

And the natural (NBO) charges, in e, turn out to be:
1 H 0.42
2 C -0.23
3 C 0.67
4 H 0.50
5 N -0.92
6 H 0.22
7 H 0.22
8 H 0.41
9 H 0.38
10 H 0.23
11 C 0.48
12 C -0.64
13 N -0.85
14 H 0.40
15 O -0.69
16 O -0.61

Number 1: HOMO-LUMO gap 9.8 eV. Number 2: HOMO-LUMO gap 8.8 eV.